The following is a DFT calculation (ωB97M-V/def2-TZVPD) of C46H91FIN4O4PS2 as an isolated structure at a distorted geometry.

Structure (XYZ):
```
150
Properties=species:S:1:pos:R:3:forces:R:3
C 2.2108 -3.0775 2.5503 0.253 0.242 0.266
C 3.4671 -2.5623 1.8831 -0.058 0.234 0.306
O 3.3226 -1.1422 1.7222 -0.142 -0.051 -0.183
C 3.7793 -3.2641 0.5665 -0.290 0.367 0.490
N 2.5625 -3.6224 -0.1737 0.544 -0.209 -0.665
C 2.4664 -2.9322 -1.4575 0.566 -0.135 0.213
C 1.5082 -3.5732 -2.4378 0.275 -0.268 0.407
O 0.1351 -3.7088 -2.0217 0.128 0.776 -0.284
C -0.3101 -2.8834 -1.0173 0.056 -0.305 0.388
C -0.3788 -1.4497 -1.1190 0.626 -0.202 -0.170
P 0.0220 -0.6745 -2.7199 -1.483 0.872 -0.430
S -1.3596 0.5097 -3.4300 0.136 -0.090 0.031
C -0.7553 -0.6709 -0.0442 0.313 -0.075 -0.457
C -0.7443 0.8355 -0.1382 -0.401 0.042 0.923
C -0.1783 1.6514 1.0516 0.444 -0.418 -0.282
C 0.9208 0.9701 1.8762 -0.645 0.583 -0.204
I -1.7306 2.4774 2.3050 0.175 0.217 -0.079
C -1.1581 -1.3766 1.1246 -0.215 0.364 0.766
N -1.5706 -0.8203 2.2693 -0.008 0.628 -0.015
S -1.9081 -1.9662 3.3009 0.071 -0.620 -0.301
N -1.5656 -3.2729 2.3974 -0.203 0.209 0.638
C -1.1607 -2.7897 1.2343 0.206 0.105 -1.213
C -0.7088 -3.5240 0.1123 -0.304 -0.728 0.012
C -0.7247 -5.0205 0.2148 -0.143 -0.447 -0.420
O 0.2184 -5.6970 0.4669 0.596 -0.209 0.284
N -2.0153 -5.6662 0.0632 -0.186 1.077 0.276
C -3.0355 -4.8196 -0.3811 -0.100 -0.195 0.208
O -3.9558 -4.4279 0.2415 -0.706 0.052 0.456
F -2.9017 -4.5079 -1.6549 0.433 0.105 -0.735
H 2.2415 -4.1609 2.6303 -0.174 -0.150 -0.029
H 2.1648 -2.6508 3.5501 -0.081 -0.013 0.154
H 1.3344 -2.7533 2.0020 -0.095 -0.157 -0.164
H 4.2907 -2.7040 2.5867 0.271 -0.121 -0.133
H 3.6115 -0.9016 0.8383 0.125 0.078 0.018
H 4.4422 -2.6023 -0.0052 0.038 -0.070 -0.200
H 4.3656 -4.1516 0.7938 -0.033 -0.204 -0.007
H 2.6764 -4.6009 -0.4118 -0.463 -0.159 0.184
H 2.2691 -1.8723 -1.2983 -0.215 0.085 0.097
H 3.4472 -2.9734 -1.9533 -0.019 0.150 -0.315
H 1.8395 -4.5912 -2.6281 -0.045 -0.193 0.033
H 1.6196 -3.0393 -3.3786 -0.349 0.069 -0.168
H 1.2618 -0.0202 -2.5641 0.178 -0.401 0.048
H 0.1884 -1.7139 -3.6332 0.468 -0.155 0.313
H -1.7669 1.1642 -0.3063 -0.145 0.018 -0.254
H -0.1957 1.1438 -1.0174 0.142 0.025 -0.175
H 0.2608 2.5361 0.6102 -0.201 0.275 -0.090
H 1.3623 0.1101 1.3774 -0.108 -0.106 -0.030
H 0.5352 0.6783 2.8438 -0.243 -0.181 -0.356
H 1.7261 1.6713 2.0786 0.046 0.116 -0.012
H -2.3291 -5.9897 0.9751 0.312 -0.402 0.015
C 1.6077 4.4640 -6.5006 -0.103 0.100 0.036
C 1.6573 5.4759 -5.3593 0.111 -0.037 -0.093
C 2.5304 5.0270 -4.1893 -0.011 0.043 0.058
C 2.0592 3.7485 -3.4956 -0.001 -0.071 -0.046
C 0.6333 3.7992 -2.9501 0.134 0.090 0.204
C 0.4349 4.8577 -1.8677 -0.104 -0.068 -0.080
H 1.1725 3.5159 -6.1806 0.009 -0.012 -0.021
H 0.9970 4.8455 -7.3205 0.026 -0.043 -0.039
H 2.6089 4.2675 -6.8901 0.003 -0.033 0.011
H 0.6418 5.6904 -5.0154 0.008 0.003 0.028
H 2.0544 6.4191 -5.7436 -0.032 0.023 0.018
H 2.5902 5.8393 -3.4595 -0.005 -0.017 0.016
H 3.5534 4.8719 -4.5469 -0.005 0.007 -0.026
H 2.7482 3.5259 -2.6731 -0.013 0.011 0.018
H 2.1397 2.9062 -4.1899 0.003 0.012 -0.012
H 0.3900 2.8207 -2.5303 -0.081 -0.044 -0.073
H -0.0801 3.9633 -3.7608 -0.002 -0.056 -0.016
H 1.1087 4.6853 -1.0244 0.031 0.043 -0.009
H -0.5883 4.8314 -1.4889 0.014 0.016 0.032
H 0.6168 5.8644 -2.2466 0.021 0.011 0.025
C -1.7423 3.4396 -8.3718 0.000 -0.025 -0.144
C -1.5660 4.4219 -9.5263 0.059 0.007 0.145
C -2.0899 5.8229 -9.2149 0.003 0.040 -0.076
C -3.5904 5.9018 -8.9298 0.000 -0.058 0.060
C -4.4869 5.3730 -10.0480 -0.033 0.134 -0.037
C -4.3505 6.1502 -11.3544 -0.034 -0.128 0.007
H -2.7940 3.2892 -8.1246 0.002 0.001 0.019
H -1.3232 2.4663 -8.6313 0.000 -0.016 0.061
H -1.2298 3.7990 -7.4776 -0.040 -0.012 0.035
H -2.0485 4.0253 -10.4237 -0.007 0.030 -0.014
H -0.5006 4.4980 -9.7617 -0.008 -0.007 -0.045
H -1.8408 6.4865 -10.0479 -0.015 0.010 0.007
H -1.5516 6.2184 -8.3472 0.012 -0.020 0.005
H -3.8507 6.9460 -8.7297 -0.015 0.002 -0.015
H -3.8161 5.3566 -8.0091 0.016 0.004 0.003
H -5.5259 5.4312 -9.7132 -0.001 -0.042 0.010
H -4.2845 4.3139 -10.2287 0.014 -0.005 0.028
H -4.5905 7.2050 -11.2062 0.037 0.015 -0.002
H -5.0318 5.7553 -12.1095 0.005 0.032 -0.021
H -3.3398 6.0848 -11.7598 0.005 0.025 -0.001
C 4.7801 -6.6220 4.4730 0.026 -0.066 -0.124
C 3.6517 -7.0208 3.5255 0.043 0.141 0.107
C 2.2756 -7.0176 4.1889 -0.093 -0.028 -0.099
C 2.1078 -8.0091 5.3411 0.104 0.023 0.043
C 2.3770 -9.4683 4.9777 -0.148 -0.029 0.000
C 1.4238 -10.0151 3.9184 0.129 -0.041 0.010
H 4.8753 -7.3216 5.3044 -0.003 0.019 0.020
H 5.7367 -6.6063 3.9479 0.018 0.018 0.035
H 4.6077 -5.6250 4.8845 -0.014 -0.010 0.040
H 3.8662 -8.0009 3.0913 -0.041 -0.006 -0.005
H 3.6324 -6.3144 2.6896 -0.021 -0.040 -0.042
H 1.5172 -7.2140 3.4257 -0.008 0.011 0.004
H 2.0658 -6.0109 4.5651 0.017 0.015 -0.005
H 1.0877 -7.9211 5.7276 -0.007 -0.017 -0.007
H 2.7652 -7.7241 6.1675 -0.003 0.014 -0.003
H 2.2782 -10.0729 5.8830 0.044 -0.001 0.006
H 3.4097 -9.5920 4.6406 0.012 0.026 0.013
H 0.3872 -9.9410 4.2530 -0.012 0.030 -0.023
H 1.6355 -11.0661 3.7168 -0.035 -0.003 -0.015
H 1.5161 -9.4759 2.9745 -0.028 0.008 -0.001
C 2.0739 0.6000 4.6432 0.313 -0.433 0.055
C 3.0700 -0.2620 5.4118 -0.130 0.099 0.117
C 3.4211 0.2935 6.7909 0.085 -0.075 0.036
C 4.1006 1.6635 6.7769 -0.055 0.032 -0.044
C 5.3935 1.7310 5.9661 0.075 0.009 0.117
C 6.4920 0.8143 6.4974 -0.010 0.034 -0.129
H 2.4718 1.5960 4.4421 -0.027 0.017 -0.012
H 1.8397 0.1392 3.6818 0.454 -0.059 0.651
H 1.1416 0.7114 5.2025 -0.031 0.052 0.019
H 3.9749 -0.3952 4.8123 0.007 -0.005 -0.003
H 2.6411 -1.2600 5.5429 0.031 -0.024 -0.006
H 4.0607 -0.4264 7.3099 0.011 0.020 0.019
H 2.5074 0.3657 7.3892 -0.016 -0.004 -0.018
H 4.3129 1.9561 7.8101 0.022 0.004 -0.004
H 3.4033 2.4128 6.3920 -0.015 -0.012 0.005
H 5.7585 2.7614 5.9845 -0.015 0.007 -0.038
H 5.1964 1.4965 4.9165 -0.033 0.003 0.000
H 6.7358 1.0591 7.5332 -0.018 -0.032 0.017
H 7.4021 0.9217 5.9055 0.021 -0.017 0.029
H 6.1969 -0.2353 6.4561 0.002 -0.005 0.025
C -8.8598 4.1083 3.2146 -0.003 -0.101 0.085
C -7.6352 3.5692 3.9488 -0.028 0.135 -0.031
C -6.3332 3.7473 3.1697 0.058 -0.046 0.029
C -6.2759 3.0095 1.8311 -0.062 0.030 -0.043
C -6.4929 1.4996 1.9175 0.113 -0.014 -0.003
C -5.4286 0.7867 2.7461 -0.120 -0.080 -0.031
H -9.0289 3.5840 2.2730 -0.001 0.019 -0.014
H -9.7573 3.9868 3.8229 -0.019 0.025 -0.023
H -8.7448 5.1719 2.9961 0.007 -0.002 -0.038
H -7.7895 2.5152 4.1950 0.028 -0.010 -0.005
H -7.5401 4.0944 4.9030 0.005 -0.039 0.023
H -5.4984 3.4261 3.7997 0.007 -0.003 -0.017
H -6.1734 4.8141 2.9841 -0.015 0.007 0.011
H -5.3010 3.2019 1.3716 0.007 -0.026 0.001
H -7.0170 3.4343 1.1479 0.002 0.017 0.011
H -6.4799 1.0911 0.9037 -0.033 -0.004 0.000
H -7.4845 1.2780 2.3219 -0.016 0.036 -0.011
H -4.4358 0.9667 2.3303 0.014 -0.012 0.046
H -5.6033 -0.2909 2.7516 0.031 -0.008 0.011
H -5.4300 1.1248 3.7842 0.024 0.007 0.000
```
Positions in Å, forces in eV/Å.

## Properties
**LUMO level**: -1.289 eV
**HOMO**: -8.868 eV
**Energy**: -105106.329 eV
**Orbital gap**: 7.6 eV